Formula: C48H120N8
Source: OMol25
Level of theory: ωB97M-V/def2-TZVPD

Structure (XYZ):
```
176
Properties=species:S:1:pos:R:3:mulliken_charge:R:1
C 3.742 -6.386 -30.768 -0.80
C 2.223 -6.450 -30.807 -0.89
N 1.789 -7.518 -31.729 0.06
C 2.053 -7.077 -33.108 -0.56
C 1.499 -5.715 -33.561 -1.03
C 0.341 -7.770 -31.559 -0.36
C -0.102 -9.020 -32.302 -1.35
H 4.208 -7.356 -30.588 0.38
H 4.167 -5.789 -29.957 0.00
H 4.127 -5.995 -31.712 0.37
H 1.901 -6.723 -29.795 0.43
H 1.720 -5.493 -30.971 0.37
H 3.121 -7.137 -33.313 0.32
H 1.594 -7.804 -33.780 0.39
H 1.379 -5.612 -34.639 0.39
H 0.501 -5.499 -33.163 0.26
H 2.030 -4.823 -33.212 0.26
H -0.230 -6.873 -31.807 0.29
H 0.194 -8.040 -30.509 0.39
H -1.081 -9.361 -31.966 0.43
H 0.646 -9.801 -32.192 0.33
H -0.265 -8.767 -33.355 0.31
C 6.104 -12.586 -28.171 -0.48
C 6.063 -13.770 -27.223 -0.19
N 6.003 -15.047 -27.927 0.03
C 5.863 -16.154 -26.997 -0.27
C 4.519 -16.279 -26.265 -1.08
C 7.211 -15.305 -28.709 -0.33
C 7.104 -16.438 -29.733 -1.17
H 7.070 -12.475 -28.661 0.36
H 6.015 -11.666 -27.580 -0.31
H 5.271 -12.526 -28.869 0.29
H 6.884 -13.792 -26.487 0.16
H 5.145 -13.730 -26.631 0.01
H 6.087 -17.125 -27.437 0.25
H 6.602 -16.078 -26.178 0.27
H 4.647 -16.971 -25.433 0.34
H 4.140 -15.299 -25.974 0.13
H 3.692 -16.694 -26.849 0.39
H 8.088 -15.462 -28.064 0.32
H 7.494 -14.468 -29.351 0.31
H 8.085 -16.621 -30.186 0.38
H 6.549 -16.094 -30.607 0.27
H 6.799 -17.393 -29.312 0.33
C 5.315 -1.915 -30.342 -1.78
C 4.338 -2.308 -29.227 0.56
N 3.811 -1.186 -28.472 0.14
C 4.875 -0.447 -27.796 -0.10
C 4.349 0.917 -27.342 -1.80
C 2.688 -1.548 -27.599 0.04
C 1.523 -2.115 -28.385 -1.19
H 6.316 -1.617 -30.027 0.34
H 4.876 -1.100 -30.920 0.42
H 5.463 -2.786 -30.982 0.47
H 3.558 -2.897 -29.707 0.26
H 4.841 -3.037 -28.565 -0.37
H 5.241 -0.892 -26.855 0.08
H 5.819 -0.393 -28.333 0.49
H 5.138 1.596 -26.991 0.44
H 3.925 1.536 -28.134 0.37
H 3.701 0.821 -26.473 0.40
H 2.429 -0.635 -27.066 0.36
H 2.963 -2.278 -26.824 0.12
H 0.656 -2.373 -27.771 0.43
H 1.765 -3.078 -28.841 0.09
H 1.152 -1.490 -29.198 0.35
C 0.863 -10.720 -24.583 -1.15
C 0.450 -12.066 -23.983 0.05
N -0.434 -11.900 -22.835 0.12
C 0.365 -11.941 -21.595 -0.75
C 0.865 -13.329 -21.219 -1.06
C -1.614 -12.807 -22.838 -0.41
C -2.501 -12.438 -24.025 -1.25
H 1.550 -10.878 -25.418 0.23
H 1.326 -9.977 -23.932 0.26
H -0.009 -10.196 -24.983 0.36
H -0.023 -12.685 -24.752 0.45
H 1.352 -12.660 -23.786 -0.36
H -0.295 -11.530 -20.823 0.41
H 1.217 -11.265 -21.678 0.25
H 1.478 -13.377 -20.318 0.40
H 1.406 -13.836 -22.017 0.21
H -0.015 -13.959 -21.068 0.43
H -1.270 -13.842 -22.888 0.33
H -2.099 -12.541 -21.899 0.39
H -3.527 -12.749 -23.815 0.42
H -2.469 -11.361 -24.180 0.31
H -2.245 -12.941 -24.957 0.32
C 9.647 -9.303 -31.106 -1.45
C 8.353 -8.483 -31.109 -0.29
N 8.410 -7.343 -30.211 0.12
C 7.103 -6.671 -30.290 -0.36
C 7.213 -5.233 -29.824 -0.14
C 8.786 -7.658 -28.824 -1.15
C 7.884 -8.629 -28.066 -0.05
H 9.742 -10.010 -31.928 0.42
H 9.829 -9.848 -30.177 0.27
H 10.497 -8.615 -31.163 0.36
H 8.160 -8.177 -32.138 0.46
H 7.520 -9.163 -30.857 0.27
H 6.621 -6.598 -31.267 0.65
H 6.405 -7.278 -29.696 -0.05
H 7.471 -5.148 -28.764 -0.31
H 7.982 -4.724 -30.406 0.45
H 6.299 -4.636 -29.869 -0.44
H 8.813 -6.680 -28.343 0.27
H 9.836 -7.951 -28.881 0.46
H 8.280 -8.932 -27.096 0.63
H 7.684 -9.535 -28.637 0.05
H 6.985 -8.053 -27.837 -0.26
C 4.114 -14.463 -22.735 -0.79
C 5.567 -14.000 -22.849 -0.53
N 5.776 -12.588 -22.630 0.93
C 5.258 -12.132 -21.351 -1.27
C 4.046 -11.212 -21.516 0.00
C 7.131 -12.142 -22.910 -1.07
C 7.177 -10.629 -23.179 -0.60
H 4.079 -15.487 -23.118 0.47
H 3.541 -13.846 -23.430 -0.18
H 3.728 -14.540 -21.721 0.43
H 6.168 -14.665 -22.199 0.21
H 5.905 -14.287 -23.850 0.07
H 5.069 -12.988 -20.695 0.45
H 5.992 -11.567 -20.762 0.44
H 4.363 -10.315 -22.045 -0.16
H 3.284 -11.764 -22.070 -0.33
H 3.565 -10.899 -20.586 0.57
H 7.546 -12.637 -23.786 0.51
H 7.752 -12.279 -22.014 0.31
H 6.756 -10.035 -22.367 0.39
H 6.696 -10.317 -24.108 -0.24
H 8.223 -10.315 -23.248 0.40
C 9.145 -3.508 -23.639 -1.17
C 7.694 -3.066 -23.901 0.31
N 7.547 -1.833 -24.672 0.24
C 8.056 -1.851 -26.018 -1.24
C 7.456 -2.940 -26.898 -0.44
C 8.058 -0.704 -23.919 -0.69
C 7.611 0.672 -24.416 -1.32
H 9.145 -4.566 -23.356 0.40
H 9.739 -2.915 -22.950 0.31
H 9.697 -3.592 -24.582 0.30
H 7.227 -3.886 -24.449 -0.64
H 7.110 -2.941 -22.991 0.51
H 7.778 -0.953 -26.582 0.40
H 9.159 -1.834 -26.006 0.55
H 7.908 -2.892 -27.889 0.46
H 7.592 -3.954 -26.511 0.18
H 6.378 -2.804 -26.992 -0.07
H 9.161 -0.736 -23.923 0.38
H 7.795 -0.725 -22.862 0.50
H 6.544 0.641 -24.645 0.26
H 8.212 1.181 -25.170 0.32
H 7.698 1.384 -23.586 0.46
C 4.228 -10.099 -26.373 -1.16
C 4.462 -9.121 -25.197 0.97
N 4.810 -7.796 -25.656 1.56
C 3.783 -7.112 -26.409 -1.10
C 4.081 -5.687 -26.889 -0.98
C 5.408 -7.030 -24.572 -0.14
C 6.836 -7.548 -24.276 -0.09
H 4.200 -11.129 -26.003 0.48
H 5.134 -10.072 -26.978 -0.22
H 3.270 -9.921 -26.858 0.35
H 3.633 -9.106 -24.476 0.25
H 5.309 -9.614 -24.719 -1.46
H 2.863 -6.952 -25.816 0.14
H 3.550 -7.752 -27.263 0.48
H 4.085 -5.056 -25.999 0.61
H 3.235 -5.416 -27.519 0.41
H 5.044 -5.562 -27.389 -0.09
H 5.523 -5.963 -24.761 -0.11
H 4.782 -7.086 -23.666 0.21
H 7.425 -6.880 -23.648 0.49
H 6.853 -8.538 -23.824 -0.60
H 7.318 -7.625 -25.252 0.02
```

## Properties
E_tot	-63639.260	eV
SMILES	CCN(CC)CC.CCN(CC)CC.CCN(CC)CC.CCN(CC)CC.CCN(CC)CC.CCN(CC)CC.CCN(CC)CC.CCN(CC)CC
energy relative to the best compared isomer or geometry (same formula, charge and spin)	146.5	kJ/mol
HOMO	-8.2	eV
frontier orbital gap	8.94	eV